(1)
C22H43N2P3RhS as an isolated structure, computed with ωB97M-V with the def2-TZVPD basis set.

Each line ends with the Löwdin spin population.
Atoms and positions in Å:
Rh: 2.081 0.028 0.547  1.579
P: 0.499 1.633 1.094  0.161
P: -3.537 -1.587 -0.589  0.156
P: 3.586 1.558 0.075  0.130
H: 1.488 0.345 -1.995  0.013
C: 2.047 -0.381 -1.394  0.068
C: 1.392 -1.493 -0.807  0.475
H: 1.716 -2.528 -1.051  0.026
C: -0.243 2.837 -0.064  0.027
C: -0.973 1.003 1.952  0.033
C: 1.139 2.743 2.411  0.026
C: -4.921 -2.160 -1.560  0.028
C: -3.710 -1.991 1.135  0.020
C: -3.317 0.169 -0.813  0.018
C: 4.970 1.007 -0.977  0.028
C: 4.460 1.875 1.684  0.054
C: 3.320 3.247 -0.572  0.012
H: 3.064 -0.532 -1.765  0.013
H: 0.571 -1.403 -0.011  0.028
H: -0.794 3.561 0.558  0.006
H: -0.956 2.348 -0.740  0.000
H: 0.500 3.383 -0.659  0.000
H: -1.420 1.863 2.463  0.007
H: -0.716 0.247 2.698  0.000
H: -1.693 0.581 1.245  0.000
H: 0.252 3.246 2.827  0.006
H: 1.834 3.504 2.029  0.000
H: 1.633 2.172 3.210  0.001
H: -5.851 -1.981 -1.005  0.008
H: -4.805 -3.234 -1.770  0.002
H: -4.922 -1.605 -2.507  0.000
H: -4.443 -2.803 1.249  0.000
H: -4.080 -1.100 1.662  0.005
H: -2.744 -2.290 1.570  0.002
H: -3.712 0.459 -1.797  0.000
H: -2.262 0.462 -0.751  0.003
H: -3.900 0.658 -0.016  0.005
H: 5.850 1.647 -0.882  0.005
H: 4.678 0.997 -2.025  0.001
H: 5.265 -0.003 -0.703  0.002
H: 5.519 2.084 1.515  0.008
H: 4.370 0.980 2.302  0.004
H: 4.010 2.716 2.214  0.001
H: 4.254 3.682 -0.953  0.003
H: 2.944 3.937 0.188  0.000
H: 2.616 3.249 -1.406  0.001
C: -1.205 -1.290 -3.186  0.050
C: -0.838 0.064 -3.049  0.061
C: -1.323 0.997 -3.948  0.001
C: -2.170 0.592 -4.983  0.097
C: -2.459 -0.779 -5.180  -0.007
C: -1.911 -1.736 -4.324  0.064
S: -0.902 -2.430 -1.940  0.576
H: -2.418 -2.349 -1.365  0.038
H: -0.213 0.339 -2.195  0.002
H: -1.102 2.047 -3.785  -0.002
H: -2.611 1.318 -5.661  0.004
H: -3.115 -1.097 -5.991  -0.002
H: -2.096 -2.810 -4.448  0.003
N: -0.641 -2.791 1.439  -0.001
C: 0.135 -2.212 2.424  0.009
C: -0.132 -2.623 3.730  0.005
C: 0.556 -2.063 4.795  0.000
C: 1.562 -1.153 4.502  0.005
C: 1.857 -0.837 3.192  0.022
N: 1.068 -1.271 2.190  0.101
H: -0.467 -2.695 0.448  -0.001
H: -0.978 -3.710 1.694  0.000
H: -0.864 -3.404 3.848  0.001
H: 0.305 -2.338 5.813  0.000
H: 2.163 -0.677 5.278  0.000
H: 2.740 -0.223 2.884  0.010

For the strongest force on any atom, the calculation gives 0.0862 Eh/bohr. The HOMO-LUMO gap (spin up / spin down) comes out at 7.44 / 5.83 eV. Its total charge is +3. Its energy is -2505.27790 hartree. Its spin multiplicity is 5. The value obtained for the HOMO energy (spin up / spin down) is -15.448 / -17.066 eV.



(2)
C19H34ClInN8PS as an isolated structure, computed with ωB97M-V with the def2-TZVPD basis set.

Each line ends with the Mulliken charge.
Atoms and positions in Å:
C: 1.871 -0.393 1.541  -0.582
C: 2.293 -1.595 0.575  -0.633
C: 1.721 -2.941 1.134  -0.491
Cl: 3.019 -4.225 0.905  -0.275
In: -0.154 -3.343 -0.073  0.659
P: -2.180 -2.022 0.843  0.171
S: -3.387 -1.485 -0.657  -0.568
H: 1.934 -0.799 2.564  0.366
H: 0.835 -0.082 1.343  0.129
H: 2.550 0.466 1.376  0.106
H: 3.396 -1.632 0.426  0.319
H: 1.842 -1.365 -0.419  0.264
H: 1.514 -2.888 2.219  0.373
H: 0.174 -2.638 -1.697  -0.312
H: -0.512 -5.068 -0.334  -0.342
H: -2.850 -2.815 1.814  -0.142
H: -1.701 -0.788 1.394  -0.028
C: -4.807 -4.452 4.331  -0.773
C: -3.411 -3.983 4.365  0.335
N: -2.323 -3.616 4.391  -0.360
H: -4.857 -5.427 3.849  0.258
H: -5.194 -4.534 5.345  0.298
H: -5.419 -3.747 3.770  0.270
C: 6.390 -4.599 0.428  -0.464
C: 7.475 -5.576 0.677  0.241
N: 8.319 -6.332 0.874  -0.449
H: 6.341 -3.885 1.248  0.382
H: 6.579 -4.062 -0.500  0.295
H: 5.436 -5.115 0.351  -0.005
C: 5.847 -7.267 -2.098  -0.633
C: 5.160 -6.543 -3.183  0.314
N: 4.625 -5.981 -4.031  -0.375
H: 6.063 -8.286 -2.413  0.308
H: 6.782 -6.765 -1.851  0.153
H: 5.216 -7.296 -1.211  0.219
C: -2.427 2.827 -1.023  -0.536
C: -1.344 1.860 -0.793  0.205
N: -0.501 1.101 -0.613  -0.175
H: -2.477 3.533 -0.196  0.276
H: -2.242 3.374 -1.946  -0.096
H: -3.379 2.304 -1.103  0.308
C: -2.730 5.445 -4.521  -0.747
C: -3.507 5.590 -3.278  0.376
N: -4.110 5.704 -2.306  -0.428
H: -2.119 6.332 -4.680  0.263
H: -2.080 4.573 -4.450  0.311
H: -3.405 5.319 -5.366  0.269
C: 0.161 3.216 3.922  -1.005
C: 0.710 2.014 3.264  0.404
N: 1.133 1.066 2.765  -0.289
H: 0.518 4.112 3.415  0.285
H: -0.927 3.195 3.883  0.268
H: 0.480 3.245 4.963  0.306
C: -7.250 7.701 -2.495  -0.556
C: -7.798 8.189 -3.773  0.286
N: -8.225 8.569 -4.770  -0.363
H: -8.053 7.307 -1.874  0.257
H: -6.523 6.911 -2.680  0.117
H: -6.760 8.517 -1.967  0.248
C: 2.520 3.080 0.140  -0.200
C: 1.957 3.491 -1.160  0.228
N: 1.517 3.812 -2.172  -0.413
H: 1.713 2.733 0.784  -0.214
H: 3.240 2.277 -0.009  0.233
H: 3.006 3.926 0.626  0.356

For the strongest force on any atom, the calculation gives 0.1122 Eh/bohr. The HOMO-LUMO gap comes out at 5.95 eV. Its total charge is -1. Its energy is -2572.12248 hartree. The value obtained for the HOMO energy is -4.041 eV.



(3)
A 4-piece molecular cluster, C5H15NO2 overall, computed with ωB97M-V with the def2-TZVPD basis set.

Each line ends with the Löwdin spin population.
Atoms and positions in Å:
C: 0.069 1.545 0.544  0.010
C: -1.306 0.911 0.500  0.001
C: -1.509 -0.560 -0.013  -0.005
C: -2.540 -0.962 -0.777  -0.015
C: -0.579 -1.571 0.638  0.002
N: 0.461 1.846 -0.803  0.144
H: 0.854 0.986 0.966  0.003
H: -0.099 2.439 1.122  0.004
H: -1.809 1.524 -0.148  0.000
H: -2.006 0.951 1.360  0.000
H: -2.881 -1.982 -0.973  -0.001
H: -3.030 -0.181 -1.297  -0.001
H: 0.434 -1.516 0.082  0.001
H: -0.347 -1.421 1.709  0.001
H: -0.966 -2.582 0.451  0.000
H: -0.457 -0.575 -1.452  0.007
H: 1.493 2.198 -0.748  0.000
H: 2.489 -0.435 0.359  -0.006
H: 3.867 -0.089 1.191  0.000
O: 2.941 -0.318 1.302  0.028
H: 0.573 0.945 -1.189  0.001
H: 2.548 -0.499 -1.738  0.007
O: 1.798 -0.654 -1.084  0.819

For the strongest force on any atom, the calculation gives 0.1053 Eh/bohr. The HOMO-LUMO gap (spin up / spin down) comes out at 7.03 / 6.13 eV. Its total charge is +1. Its energy above the lowest of the compared OMol25 structures with the same formula, charge and spin is 704.27 kJ/mol. Its energy is -404.19072 hartree. Its spin multiplicity is 2. The value obtained for the HOMO energy (spin up / spin down) is -14.159 / -13.870 eV.



(4)
C49H40Co2N2O6P as an isolated structure, computed with ωB97M-V with the def2-TZVPD basis set.

Each line ends with the Mulliken charge.
Atoms and positions in Å:
C: 0.171 -1.263 -0.467  -0.197
O: 1.397 -2.009 -0.355  -0.424
C: 1.429 -3.230 0.165  -0.021
C: 0.231 -4.054 0.374  0.146
C: -0.068 -4.867 -0.736  0.045
C: -1.086 -5.818 -0.636  -0.633
C: -1.832 -5.886 0.548  -0.387
C: -1.560 -5.062 1.656  -0.836
C: -0.545 -4.105 1.557  0.133
C: 2.692 -3.791 0.448  -0.214
N: 2.960 -5.071 0.867  -0.002
C: 2.048 -6.166 1.101  -0.441
C: 4.331 -5.223 1.044  0.742
C: 4.912 -4.003 0.786  0.726
C: 6.279 -3.782 0.951  -0.877
C: 7.059 -4.886 1.343  -0.660
C: 6.468 -6.141 1.594  -0.592
C: 5.080 -6.330 1.442  -1.025
N: 3.900 -3.138 0.416  0.045
C: 4.077 -1.726 0.206  -0.700
H: 0.535 -0.257 -0.655  -0.142
H: -0.469 -1.626 -1.297  0.251
H: -0.462 -1.329 0.437  0.268
H: 0.545 -4.751 -1.635  0.462
H: -1.241 -6.506 -1.476  0.390
H: -2.615 -6.646 0.612  0.376
H: -2.099 -5.189 2.609  0.413
H: -0.322 -3.405 2.376  0.462
H: 2.675 -6.999 1.419  0.218
H: 1.315 -5.933 1.881  0.239
H: 1.557 -6.489 0.179  0.175
H: 6.711 -2.807 0.767  0.321
H: 8.143 -4.790 1.433  0.363
H: 7.097 -6.986 1.901  0.359
H: 4.608 -7.295 1.617  0.279
H: 5.148 -1.514 0.238  0.294
H: 3.699 -1.402 -0.768  0.196
H: 3.572 -1.154 0.993  0.242
O: 1.512 5.312 -3.355  -0.436
C: 0.991 4.480 -2.743  0.163
Co: 0.353 3.221 -1.713  0.468
C: 1.798 2.252 -1.548  0.053
O: 2.715 1.546 -1.448  -0.408
C: 0.370 4.412 -0.363  0.855
O: 0.520 5.155 0.512  -0.451
C: -1.216 3.071 -2.590  -0.552
C: -0.519 1.831 -2.497  0.489
C: -0.161 0.637 -3.124  -0.984
C: 0.824 0.697 -4.211  -0.043
C: 0.897 1.787 -5.118  -0.069
C: 1.747 1.772 -6.228  -0.842
C: 2.632 0.699 -6.411  -0.319
C: 2.695 -0.312 -5.435  -0.799
C: 1.783 -0.334 -4.381  0.020
Co: -2.264 2.201 -1.300  -0.286
C: -2.768 0.552 -1.293  0.154
O: -3.159 -0.528 -1.183  -0.454
C: -3.749 2.926 -1.876  0.227
O: -4.780 3.300 -2.280  -0.529
P: -2.465 2.958 0.707  1.522
C: -1.255 2.400 1.978  -0.359
C: -1.601 2.407 3.342  -0.204
C: -0.671 1.996 4.299  -0.711
C: 0.601 1.575 3.905  -0.751
C: 0.922 1.499 2.549  -0.867
C: 0.001 1.919 1.589  0.771
C: -2.647 4.773 1.010  0.651
C: -1.995 5.442 2.060  -0.321
C: -2.188 6.809 2.259  -0.619
C: -3.068 7.517 1.438  -0.567
C: -3.686 6.873 0.365  -0.771
C: -3.511 5.501 0.174  -0.528
C: -3.980 2.211 1.467  0.082
C: -5.110 2.951 1.857  -0.163
C: -6.269 2.280 2.267  -0.610
C: -6.324 0.885 2.243  -0.487
C: -5.179 0.155 1.903  -0.730
C: -3.975 0.817 1.647  -0.378
H: -1.549 3.674 -3.426  0.757
H: -0.768 -0.262 -2.941  0.786
H: 0.259 2.665 -4.932  0.312
H: 1.703 2.606 -6.937  0.355
H: 3.271 0.662 -7.299  0.337
H: 3.473 -1.071 -5.517  0.351
H: 1.836 -1.136 -3.641  0.339
H: -2.597 2.733 3.648  0.502
H: -0.946 2.008 5.352  0.393
H: 1.336 1.290 4.656  0.392
H: 1.891 1.115 2.233  0.521
H: 0.284 1.875 0.527  -0.882
H: -1.355 4.895 2.751  0.356
H: -1.636 7.313 3.050  0.388
H: -3.254 8.577 1.631  0.340
H: -4.305 7.443 -0.326  0.420
H: -4.076 5.001 -0.618  0.178
H: -5.087 4.041 1.863  0.321
H: -7.135 2.858 2.578  0.405
H: -7.253 0.372 2.487  0.357
H: -5.228 -0.930 1.831  0.434
H: -3.027 0.255 1.618  0.427

For the strongest force on any atom, the calculation gives 0.0938 Eh/bohr. The HOMO-LUMO gap comes out at 4.91 eV. Its total charge is -1. Its energy above the lowest of the compared OMol25 structures with the same formula, charge and spin is 21.33 kJ/mol. Its energy is -5558.90497 hartree. The value obtained for the HOMO energy is -2.615 eV.